Entry 1:
Below is the molecule C5H10O2 in a non-equilibrium geometry, with properties calculated with ωB97M-V with the def2-TZVPD basis set.

Each atom is followed by the atoms it is bonded to, with distances in Å.
Atoms and positions in Å:
1 C 0.479 0.677 -0.935  O5 1.423, C6 1.528, C12 1.535, H15 1.101
2 H -1.911 -2.529 1.472  C4 1.078
3 C -1.409 -1.024 -0.034  C4 1.339, H7 1.091, C12 1.536
4 C -1.726 -1.510 1.172  H2 1.078, C3 1.339, H11 1.085
5 O 1.259 -0.407 -1.425  C1 1.423, H14 0.967
6 C 1.448 1.672 -0.298  C1 1.528, H9 1.096, H13 1.093, H16 1.092
7 H -1.713 -1.473 -0.980  C3 1.091
8 H 0.617 -1.208 0.834  O17 0.971
9 H 0.911 2.554 0.071  C6 1.096
10 H -1.024 1.012 0.587  C12 1.097
11 H -1.621 -0.813 1.998  C4 1.085
12 C -0.462 0.169 0.167  C1 1.535, C3 1.536, H10 1.097, O17 1.434
13 H 1.937 1.195 0.555  C6 1.093
14 H 0.656 -1.142 -1.604  O5 0.967
15 H -0.070 1.161 -1.757  C1 1.101
16 H 2.211 1.993 -1.010  C6 1.092
17 O 0.416 -0.326 1.187  H8 0.971, C12 1.434

Values from the calculation:
* strongest force on any atom: 1.1 eV Å⁻¹
* energy above the lowest of the compared OMol25 structures with the same formula, charge and spin: 70.0 kcal per mole
* frontier orbital gap: 10.15 eV
* structure (SMILES): C=C[C@@H](O)[C@@H](C)O
* 2S+1: 1
* net charge: 0

Mulliken atomic charge list, values in e, 8 entries:
1 C 0.335
2 H 0.311
3 C -0.387
4 C -0.660
5 O -0.564
6 C -1.327
7 H 0.370
8 H 0.467

=====

Entry 2:
Below is a cluster of 2 separate species, C3H10NO2 in total in a non-equilibrium geometry, with properties calculated with ωB97M-V with the def2-TZVPD basis set.

Each atom is followed by the atoms it is bonded to, with distances in Å.
Atoms and positions in Å:
1 H -1.800 1.725 0.312  O3 1.000
2 H 0.411 0.191 1.221  C11 1.102
3 O -2.202 1.244 -0.468  H1 1.000, C7 1.324
4 H 2.451 -1.278 0.268  C5 1.076
5 C 2.417 -0.213 0.119  H4 1.076, H10 1.117, C11 1.518, H14 1.110
6 H -0.079 -0.126 -1.525  N9 1.060
7 C -2.183 -0.076 -0.377  O3 1.324, O8 1.268, H12 1.093
8 O -2.388 -0.889 0.575  C7 1.268, H16 0.951
9 N 0.039 -0.303 -0.486  H6 1.060, C11 1.451, H15 0.978
10 H 3.079 0.227 0.904  C5 1.117
11 C 1.033 0.372 0.329  H2 1.102, C5 1.518, N9 1.451, H13 1.078
12 H -2.304 -0.589 -1.334  C7 1.093
13 H 1.344 1.393 0.178  C11 1.078
14 H 2.759 0.148 -0.873  C5 1.110
15 H -0.115 -1.253 -0.312  N9 0.978
16 H -2.464 -0.573 1.469  O8 0.951

Values from the calculation:
* strongest force on any atom: 5.5 eV Å⁻¹
* energy above the lowest of the compared OMol25 structures with the same formula, charge and spin: 70.2 kcal per mole
* frontier orbital gap: 10.10 eV
* 2S+1: 1
* net charge: +1

Mulliken atomic charge list, values in e, 8 entries:
1 H 0.402
2 H 0.350
3 O -0.376
4 H 0.361
5 C -1.157
6 H 0.307
7 C 0.218
8 O -0.314

=====

Entry 3:
Below is the molecule C4H6N2O2 in a non-equilibrium geometry, with properties calculated with ωB97M-V with the def2-TZVPD basis set.

Each atom is followed by the atoms it is bonded to, with distances in Å.
Atoms and positions in Å:
1 H 0.852 1.836 -1.764  C8 1.026
2 O 0.997 -2.504 1.569  C4 1.228
3 N 0.924 0.564 -0.167  C8 1.505, N13 1.364, C14 1.638
4 C 1.346 -1.347 1.348  O2 1.228, H11 1.168, N13 1.408
5 C -1.790 0.155 0.106  O9 1.270, H10 1.186, C14 1.529
6 H 0.189 -1.255 -0.576  N13 1.138
7 H -0.109 0.265 -2.042  C8 1.058
8 C 0.285 1.043 -1.443  H1 1.026, N3 1.505, H7 1.058, C14 1.585
9 O -1.743 -0.985 -0.451  C5 1.270
10 H -2.634 0.611 0.803  C5 1.186
11 H 1.997 -0.654 2.025  C4 1.168
12 H -0.627 1.928 0.605  C14 1.111
13 N 0.934 -0.766 0.132  N3 1.364, C4 1.408, H6 1.138
14 C -0.621 1.108 -0.145  N3 1.638, C5 1.529, C8 1.585, H12 1.111

Values from the calculation:
* strongest force on any atom: 5.8 eV Å⁻¹
* energy above the lowest of the compared OMol25 structures with the same formula, charge and spin: 111.0 kcal per mole
* frontier orbital gap: 8.76 eV
* structure (SMILES): O=CNN1C[C@H]1C=O
* 2S+1: 1
* net charge: 0

Mulliken atomic charge list, values in e, 8 entries:
1 H 0.294
2 O -0.549
3 N -0.380
4 C 0.139
5 C 0.108
6 H 0.333
7 H 0.282
8 C -0.437

=====

Q: What is the formula in the third record?
A: C4H6N2O2